Record 1
This record from the Open Molecules 2025 dataset describes the molecule C3Cl3F2N. The level of theory is ωB97M-V with the def2-TZVPD basis set.

Geometry as XYZ:
```
9
C3Cl3F2N, DFT ωB97M-V with the def2-TZVPD basis set
Cl -2.443 0.643 -0.869
C -0.146 -0.589 0.063
Cl -0.843 -2.134 0.046
C 1.094 -0.415 -0.337
F -0.555 1.708 0.215
Cl 3.687 -0.108 -0.058
C -1.151 0.511 0.293
F -1.780 0.496 1.459
N 2.136 -0.110 -0.812
```

Properties
LUMO level   -0.8 eV
Orbital gap   8.91 eV
Calculated total energy   -1749.285694 Eh
Highest occupied orbital energy   -9.7385 eV
Relative energy (zero: lowest compared OMol25 entry of this formula, charge and spin)   6.2 kcal per mole

=====

Record 2
This record from the Open Molecules 2025 dataset describes a structure of composition C34H19Br2Cl5F3NOPSc. The level of theory is ωB97M-V with the def2-TZVPD basis set.

Geometry as XYZ:
```
67
C34H19Br2Cl5F3NOPSc, DFT ωB97M-V with the def2-TZVPD basis set
C -1.998 5.045 2.281
Sc -0.362 0.266 1.459
H -0.149 -2.221 -3.227
C 0.974 -3.739 -1.503
C 1.877 3.758 1.263
C 0.069 0.775 -4.780
H 1.794 -3.419 -2.134
Br 3.612 3.154 0.831
C -2.610 2.736 2.177
Cl -2.550 0.955 -1.542
H 5.385 0.758 -1.138
Cl -5.276 -2.028 3.170
C -5.238 -1.003 0.660
C -2.492 -0.243 0.850
C -0.181 -0.574 -4.589
C -1.102 -4.564 0.149
C 0.555 -0.414 -2.302
C -3.275 0.032 -0.268
C 0.779 0.952 -2.494
H 1.099 1.562 -1.656
H -1.908 -4.883 0.799
C 0.555 1.539 -3.727
N -1.401 2.359 1.832
C 0.566 -5.062 -1.506
C 1.670 5.110 1.558
O 0.974 1.579 0.913
Cl -6.882 -1.484 0.539
H 1.064 -5.777 -2.149
C 2.654 -1.144 -0.502
C 0.419 5.568 1.859
C -4.613 -0.339 -0.394
F 2.320 -0.965 2.675
H 2.707 -3.077 0.443
F 0.417 0.309 3.272
C 5.431 -1.206 -0.270
H -0.121 1.235 -5.741
H 0.734 2.598 -3.862
C 0.064 -1.171 -3.360
Cl -5.501 0.024 -1.821
C -4.521 -1.260 1.826
H -3.352 1.954 2.298
C 4.671 -2.277 0.175
C -0.439 3.311 1.682
H 5.157 -3.139 0.615
H -0.586 -1.168 -5.400
C -3.188 -0.876 1.877
C 1.018 -1.171 2.638
H -1.184 -2.526 0.807
H 2.947 0.813 -1.340
C 4.804 -0.095 -0.812
C -0.695 -3.238 0.154
H 2.510 5.791 1.537
C -0.678 4.682 1.939
C -0.472 -5.477 -0.681
Br 0.170 7.422 2.192
C -2.958 4.076 2.390
F 0.757 -1.991 3.639
P 0.826 -1.053 -0.605
H 6.510 -1.229 -0.186
C 3.289 -2.245 0.070
C 0.341 -2.811 -0.674
Cl -2.265 -1.162 3.328
C 3.423 -0.062 -0.923
C 0.844 2.832 1.262
H -2.232 6.085 2.458
H -3.976 4.327 2.651
H -0.784 -6.513 -0.683
```

Properties
LUMO level   -0.6 eV
Orbital gap   7.67 eV
Calculated total energy   -10287.837935 Eh
Highest occupied orbital energy   -8.2257 eV
Relative energy (zero: lowest compared OMol25 entry of this formula, charge and spin)   3.4 kcal per mole

=====

Record 3
This record from the Open Molecules 2025 dataset describes the molecule C6H12O. The level of theory is ωB97M-V with the def2-TZVPD basis set.

Geometry as XYZ:
```
19
C6H12O, DFT ωB97M-V with the def2-TZVPD basis set
O -0.981 -0.503 0.541
H 1.036 1.439 1.265
H 2.162 -1.093 0.016
H -1.891 1.146 0.182
H -0.795 2.959 -0.621
H -1.610 -2.499 -0.150
C 0.106 2.761 -0.054
C 0.086 -1.285 0.160
C -1.061 0.824 0.821
H 1.368 -0.912 -1.576
H -1.401 0.838 1.854
C -0.699 -2.223 -0.697
C 0.150 1.664 0.679
H 0.925 3.462 -0.053
H 0.408 -1.813 1.062
C 1.307 -0.659 -0.520
H -0.053 -3.044 -0.953
H -1.027 -1.657 -1.570
H 1.302 0.443 -0.588
```

Properties
LUMO level   1.1 eV
Orbital gap   10.17 eV
Calculated total energy   -310.963673 Eh
Highest occupied orbital energy   -9.0631 eV
Relative energy (zero: lowest compared OMol25 entry of this formula, charge and spin)   60.0 kcal per mole

=====

Record 4
This record from the Open Molecules 2025 dataset describes the ion C19H15N2O3 with charge -1. The level of theory is ωB97M-V with the def2-TZVPD basis set.

Geometry as XYZ:
```
39
C19H15N2O3, DFT ωB97M-V with the def2-TZVPD basis set
C 3.558 1.485 3.511
H -3.694 -2.576 -1.706
O -3.045 0.769 -3.223
H -2.324 1.067 0.390
H -3.777 -0.665 -0.385
C -1.189 2.122 3.703
C -0.927 -1.363 -1.522
C 0.182 1.254 1.812
C -3.377 0.804 -2.028
H 2.269 2.096 -0.074
C 1.700 1.637 1.992
H -3.613 -1.626 -3.181
C 2.176 1.439 3.265
C 1.006 -2.551 -2.231
O -0.657 2.370 2.578
N -1.748 -0.458 -0.850
H 0.638 1.105 -0.259
H 2.083 -2.719 -2.186
C -0.223 1.014 0.407
H 0.992 -1.016 -0.644
H 1.434 1.182 4.016
C 0.443 -1.575 -1.400
H -0.224 0.247 2.247
C -1.124 -3.104 -3.145
N -1.632 1.875 4.759
C -3.148 -1.768 -2.199
C -3.108 -0.569 -1.261
C 2.587 1.889 0.932
H 5.510 1.715 2.612
C -1.437 0.560 0.003
C 4.437 1.654 2.439
H 0.746 -4.036 -3.773
H 3.921 1.399 4.535
C 3.961 1.844 1.137
O -3.864 1.648 -1.260
C -1.716 -2.126 -2.372
H 4.642 2.011 0.305
H -1.697 -3.711 -3.825
C 0.239 -3.324 -3.121
```

Properties
LUMO level   2.6 eV
Orbital gap   6.84 eV
Calculated total energy   -1068.235135 Eh
Highest occupied orbital energy   -4.2061 eV
Net charge   -1

=====

Record 5
This record from the Open Molecules 2025 dataset describes the molecule C22H30N2O3. The level of theory is ωB97M-V with the def2-TZVPD basis set.

Geometry as XYZ:
```
57
C22H30N2O3, DFT ωB97M-V with the def2-TZVPD basis set
O 4.270 -4.842 2.769
N -2.077 1.512 0.810
H -1.779 0.777 -1.163
C 4.282 -3.573 2.318
H -0.595 2.296 -4.505
H -2.579 -1.088 1.117
C 1.288 -1.362 3.886
H -4.504 3.412 -1.724
C 3.013 -3.050 2.348
H 2.802 -6.148 3.420
C -2.747 2.380 -4.422
H 1.220 -0.465 4.505
H -0.226 -1.857 1.031
H -0.282 3.092 -2.233
H 6.179 -3.685 1.382
H -4.829 2.594 -4.027
O 3.108 -1.288 0.793
C -2.720 2.796 0.676
H 1.111 -4.077 2.947
C 2.993 -5.156 3.061
H -1.111 3.952 -0.203
O -3.045 1.939 -5.679
C -1.966 -0.842 0.248
C -2.171 3.773 -0.391
H 0.297 -1.824 3.844
C -0.215 0.210 1.675
H 1.980 -2.058 4.356
H 1.440 1.058 2.787
C -1.985 1.605 -6.540
C -2.366 3.296 -1.800
H -2.451 1.284 -7.471
H 6.131 -2.624 2.792
H -2.643 3.292 1.651
H -0.501 2.345 1.866
C -1.288 2.983 -2.613
H 0.127 -0.694 -0.245
C -0.492 -0.875 0.636
H 1.865 0.481 1.156
H -1.382 0.785 -6.138
H -0.811 0.004 2.570
H -3.409 0.590 -0.486
H -0.052 1.800 0.230
H 5.368 -2.105 1.275
C -2.344 0.553 -0.244
H -2.699 4.721 -0.256
C 2.637 -1.712 1.839
C 1.271 0.265 2.048
C 5.571 -2.958 1.917
C -1.464 2.528 -3.910
C -3.838 2.704 -3.616
N 1.760 -0.989 2.577
H -1.340 2.467 -6.739
C -3.646 3.157 -2.329
C 2.174 -4.101 2.826
C -0.665 1.564 1.118
H -3.778 2.610 0.478
H -2.170 -1.574 -0.536
```

Properties
LUMO level   0.8 eV
Orbital gap   8.68 eV
Calculated total energy   -1191.535562 Eh
Highest occupied orbital energy   -7.8957 eV
Relative energy (zero: lowest compared OMol25 entry of this formula, charge and spin)   58.5 kcal per mole

=====

Record 6
This record from the Open Molecules 2025 dataset describes a structure of composition C22H21BClF6InN7O8S4. The level of theory is ωB97M-V with the def2-TZVPD basis set.

Geometry as XYZ:
```
71
C22H21BClF6InN7O8S4, DFT ωB97M-V with the def2-TZVPD basis set
In -16.143 0.799 -3.580
F -18.379 -1.496 0.133
H -14.394 -0.305 -8.523
O -21.189 0.843 -2.117
N -15.309 -1.343 -5.636
C -23.548 5.112 -2.404
H -20.240 5.458 -2.787
C -21.241 5.057 -2.971
C -21.423 3.917 -3.787
S -12.272 2.053 -1.902
H -14.020 -3.760 -2.710
O -18.149 3.007 -6.822
H -13.202 -2.661 -0.607
N -14.909 -0.703 -2.701
S -14.399 2.716 -3.660
C -12.899 1.938 -3.408
C -22.930 1.919 -4.467
O -12.335 1.320 -4.431
H -22.062 1.513 -4.914
C -11.069 0.661 -4.080
F -21.751 0.199 0.655
N -17.231 -2.175 -4.154
H -23.313 1.220 -3.699
O -17.633 2.090 -4.754
C -17.392 -0.740 0.626
H -18.796 4.071 -3.852
F -20.973 2.199 1.372
C -14.983 -0.462 -7.618
O -16.904 1.307 -1.319
N -17.680 -0.938 -3.649
H -11.212 -0.284 -3.448
C -13.806 -2.121 -1.329
N -14.919 -1.972 -3.219
O -20.580 3.493 -4.812
F -17.518 -0.744 2.001
C -18.210 2.958 -5.555
C -14.268 -2.789 -2.442
O -20.242 2.989 -1.310
C -15.737 0.459 -6.854
H -16.181 1.411 -7.129
H -14.094 0.014 -0.807
H -10.605 0.334 -5.064
B -15.740 -2.306 -4.495
C -19.384 -2.449 -3.668
C -14.799 -1.572 -6.813
F -16.133 -1.162 0.285
C -14.229 -0.811 -1.501
H -19.700 -0.379 -2.911
H -22.124 6.632 -1.812
C -19.013 -1.113 -3.409
H -14.267 -2.479 -6.932
C -22.686 3.214 -3.753
C -18.224 -3.036 -4.208
Cl -24.985 5.917 -1.930
C -21.494 1.530 0.370
N -19.266 0.716 -0.672
C -23.702 3.873 -3.109
H -18.063 -4.063 -4.528
O -17.770 1.974 0.921
H -19.142 4.883 -5.385
H -10.467 1.399 -3.540
F -22.669 2.241 -0.022
N -15.938 -0.088 -5.639
H -20.383 -2.881 -3.647
S -20.500 1.595 -1.109
H -24.748 3.561 -3.343
S -17.836 1.018 -0.171
C -19.205 3.934 -4.817
C -22.270 5.663 -2.333
H -15.405 -3.349 -4.909
H -23.668 2.069 -5.267
```

Properties
LUMO level   2.0 eV
Orbital gap   7.44 eV
Calculated total energy   -4703.402815 Eh
Highest occupied orbital energy   -5.4169 eV
Net charge   -1
Relative energy (zero: lowest compared OMol25 entry of this formula, charge and spin)   49.4 kcal per mole

=====

Record 7
This record from the Open Molecules 2025 dataset describes a structure of composition C27H44MoN12OP2. The level of theory is ωB97M-V with the def2-TZVPD basis set.

Geometry as XYZ:
```
87
C27H44MoN12OP2, DFT ωB97M-V with the def2-TZVPD basis set
C 13.157 6.916 9.928
H 12.738 8.414 4.521
H 10.689 5.922 6.503
H 7.189 10.928 2.975
H 7.374 14.127 8.014
H 4.232 13.262 7.354
H 15.222 11.085 5.998
H 7.726 12.537 8.771
C 14.394 10.310 7.799
H 10.186 6.624 4.949
C 15.214 5.888 9.287
H 8.826 8.850 5.697
H 12.319 7.189 12.444
C 13.820 5.734 9.522
N 9.467 9.575 9.832
H 10.012 5.780 10.692
P 8.156 11.746 5.077
C 11.881 13.403 10.507
H 10.657 7.651 11.976
N 7.511 5.844 7.900
N 9.134 10.960 11.490
C 6.211 12.485 7.241
H 11.189 5.006 9.628
C 7.679 7.759 8.768
N 10.063 10.454 10.696
C 9.808 9.323 5.524
C 6.914 13.170 8.399
P 11.079 8.423 6.498
C 9.012 13.063 4.116
H 6.626 9.952 4.349
N 12.929 9.215 9.406
H 11.946 6.431 5.384
C 5.086 13.362 6.709
H 6.269 8.939 9.620
C 14.519 11.249 6.771
C 15.196 8.219 9.916
C 13.798 12.426 6.869
H 13.899 13.205 6.102
H 13.468 10.489 11.174
C 12.646 8.916 5.461
C 15.899 7.062 9.571
H 12.048 8.716 11.637
H 13.580 12.147 12.022
C 8.157 9.649 10.099
H 10.416 11.150 4.684
N 6.769 6.923 8.252
H 12.609 9.991 5.287
H 6.215 13.441 9.203
C 7.467 10.507 3.929
H 5.479 14.365 6.649
H 15.681 9.206 10.105
C 10.934 6.692 5.764
H 5.908 11.465 7.548
H 8.347 13.862 3.821
C 9.727 10.862 5.500
C 11.099 5.638 10.515
H 12.115 11.119 12.153
C 12.798 11.689 9.014
H 9.436 12.594 3.220
C 13.420 10.370 8.769
C 11.695 7.658 11.692
C 13.801 8.183 9.795
N 7.258 8.970 9.289
H 8.293 9.849 3.692
H 15.009 9.427 7.764
C 12.944 11.412 11.463
H 10.183 11.228 6.420
H 10.003 8.989 4.483
N 12.426 12.075 10.243
H 13.314 4.775 9.455
H 16.979 7.095 9.585
N 11.782 6.947 10.355
C 12.867 12.635 7.920
H 12.210 13.535 7.971
H 11.436 5.052 11.362
Mo 10.952 8.383 8.840
N 7.880 10.497 11.077
H 15.770 4.991 9.031
O 7.267 12.332 6.210
H 4.852 13.004 5.701
H 13.532 8.661 6.024
H 11.160 13.338 11.337
H 9.812 13.537 4.701
H 11.298 13.815 9.685
N 8.780 5.998 8.225
H 12.706 14.146 10.812
N 8.954 7.255 8.720
```

Properties
LUMO level (alpha / beta)   -0.4 / -0.5 eV
Orbital gap (alpha / beta)   5.43 / 5.35 eV
Calculated total energy   -2538.237527 Eh
Highest occupied orbital energy (alpha / beta)   -5.8755 / -5.7977 eV
Relative energy (zero: lowest compared OMol25 entry of this formula, charge and spin)   60.2 kcal per mole
Multiplicity   3

=====

Record 8
This record from the Open Molecules 2025 dataset describes a structure of composition CH4Se. The level of theory is ωB97M-V with the def2-TZVPD basis set.

Geometry as XYZ:
```
6
CH4Se, DFT ωB97M-V with the def2-TZVPD basis set
H 1.042 -2.792 -0.538
H -1.316 -0.529 -0.115
H 1.697 -3.036 -0.173
C -0.481 -0.140 -0.670
H -0.045 1.915 -2.060
Se -1.177 1.413 -1.236
```

Properties
LUMO level   -0.4 eV
Orbital gap   8.70 eV
Calculated total energy   -2441.758459 Eh
Highest occupied orbital energy   -9.1131 eV
Relative energy (zero: lowest compared OMol25 entry of this formula, charge and spin)   86.7 kcal per mole

=====

We obtain max |F| values of 3.0 1.3 1.1 2.7 1.1 3.8 2.6 1.5 eV Å⁻¹ for the records listed above, in that order.